# 1
C28H35ClGe2HfNO2S | ωB97M-V/def2-TZVPD

Geometry (Å):
Hf 0.268128 -0.267303 -0.836100
Cl 3.481217 -4.182885 -6.066564
C 2.997337 -3.237498 -4.725483
C 3.971280 -2.588486 -3.935133
C 3.612327 -1.769559 -2.889380
C 2.266462 -1.546211 -2.563644
O 1.964164 -0.727321 -1.570308
C 1.258249 -2.258191 -3.317675
C -0.114349 -2.179281 -3.036874
O -0.663352 -1.504009 -2.105535
C 1.670323 -3.095670 -4.392317
H 5.015481 -2.750006 -4.159877
H 4.368482 -1.275733 -2.294672
H -0.789281 -2.773924 -3.666783
H 0.917707 -3.632464 -4.945996
C 2.525791 -3.623079 2.193393
C 2.219140 -2.796144 0.949357
Ge 0.248208 -2.249053 0.928475
C -1.026456 -3.654245 0.160047
C -1.406219 -4.652493 1.246267
C -0.342804 -1.583603 2.678856
C -0.733890 -0.318898 2.900611
Ge -0.704939 0.948549 1.276308
C 0.754360 2.394585 1.080373
C 0.697653 3.540302 2.086699
C -2.445425 1.514717 0.342532
C -3.375913 2.408434 1.152985
C -1.195255 0.254881 4.145483
C -1.291619 -0.478725 5.336787
C -1.748091 0.133491 6.485953
C -2.114930 1.471101 6.479666
C -2.022748 2.213827 5.310082
C -1.567159 1.603485 4.163366
H 3.574608 -3.913235 2.182179
H 1.930352 -4.533137 2.222039
H 2.342946 -3.054472 3.102125
H 2.439478 -3.378713 0.050744
H 2.842914 -1.896221 0.937189
H -0.529174 -4.169786 -0.665442
H -1.924398 -3.164843 -0.228039
H -0.529755 -5.158854 1.644533
H -2.063051 -5.408974 0.821741
H -1.934776 -4.166751 2.062824
H -0.355500 -2.292886 3.496616
H 0.635630 2.799446 0.063873
H 1.736484 1.905585 1.150548
H -0.256767 4.063026 2.036767
H 1.485181 4.254104 1.854943
H 0.859116 3.177039 3.099889
H -2.982785 0.605191 0.047581
H -2.142945 2.046989 -0.566814
H -3.752524 1.892511 2.033418
H -4.224055 2.674937 0.526305
H -2.878651 3.329390 1.454130
H -1.013490 -1.520174 5.369965
H -1.820254 -0.436106 7.399296
H -2.472162 1.936653 7.383364
H -2.305193 3.254818 5.303740
H -1.485741 2.165147 3.226664
S -0.461268 1.437898 -2.632223
C -0.228512 2.806740 -3.663227
N -0.871649 2.767325 -4.850370
C -0.803043 3.753882 -5.757840
C -0.055858 4.875939 -5.499527
C 0.606754 4.972458 -4.271825
C 0.524142 3.941721 -3.355991
H -1.442451 1.948321 -5.046131
H -1.357276 3.619647 -6.673353
H 0.011122 5.666452 -6.229284
H 1.179261 5.856596 -4.036521
H 1.029416 4.003748 -2.404784

Cartesian forces, eV/Å:
0.5 2.3 -5.0
-0.1 0.0 0.1
0.0 0.2 0.2
-0.4 -0.4 -0.4
-0.8 0.5 0.6
1.1 -1.4 -1.6
-0.2 0.1 0.9
0.5 0.5 0.5
0.3 -0.8 -0.9
0.1 -0.1 0.5
0.2 0.0 0.0
0.1 0.0 0.0
0.0 0.0 0.0
0.0 0.2 0.2
-0.1 -0.1 -0.2
-0.5 0.1 0.1
-0.1 0.4 -0.3
-0.4 -1.4 2.6
0.1 0.5 -0.2
0.3 0.2 0.2
0.1 0.0 -0.6
0.3 0.2 -1.3
-1.2 0.3 3.6
0.2 -0.9 -0.9
-0.5 -0.2 0.4
0.5 -0.5 -0.6
0.3 -0.1 0.6
-0.3 0.4 0.6
0.0 0.2 -0.3
0.0 -0.1 0.1
0.0 0.1 -0.2
-0.1 0.1 0.2
0.2 -0.5 -0.3
0.1 0.0 0.0
0.0 -0.1 0.1
0.0 0.0 0.1
-0.2 0.2 -0.1
-0.1 -0.1 -0.1
0.1 0.2 0.0
0.2 0.0 0.0
0.0 -0.1 0.1
-0.1 -0.1 -0.1
-0.1 0.0 0.1
0.0 -0.1 0.2
0.1 -0.2 0.2
-0.1 0.0 -0.1
0.0 0.1 0.1
0.1 0.0 -0.1
-0.1 0.1 0.0
0.1 0.1 0.0
0.0 -0.2 0.2
0.0 0.1 0.1
0.0 0.0 -0.1
-0.1 0.0 0.1
0.0 -0.1 0.0
0.0 -0.1 0.1
0.0 0.1 0.1
0.0 0.1 0.0
-0.1 0.2 0.2
-0.2 -0.6 0.3
0.5 0.7 0.3
0.0 -0.2 0.2
0.1 0.4 -0.2
0.1 0.0 0.3
-0.2 -0.1 -0.3
-0.2 -0.4 0.0
0.1 0.1 0.0
-0.1 -0.1 0.0
-0.1 0.0 -0.1
0.1 0.1 0.0
0.0 -0.1 0.0

The net charge is +3. The spin multiplicity is 1. Its calculated total energy is -172857.35109 eV. The calculation puts the energy above the lowest of the compared OMol25 structures with the same formula, charge and spin at 0.937 eV.


# 2
C28H35CrN4SSi | ωB97M-V/def2-TZVPD

Geometry (Å):
Cr 0.615736 -0.564947 -0.877113
C 2.608248 -2.556770 3.072832
C 2.267084 -2.808400 1.628781
C 3.261933 -2.814197 0.655971
C 2.938603 -2.963881 -0.682978
C 1.610106 -3.118751 -1.073252
C 0.603613 -3.137361 -0.107345
C 0.946636 -2.985379 1.228099
H 3.423402 -3.199724 3.407030
H 1.746850 -2.729688 3.716569
H 2.925027 -1.519942 3.207183
H 4.297108 -2.674010 0.946674
H 3.717175 -2.951788 -1.435927
H 1.352781 -3.229950 -2.117376
H -0.430423 -3.265825 -0.402567
H 0.188663 -2.973441 2.002741
C 3.948244 0.313582 -2.222130
C 2.895400 -0.218065 -3.148390
C 3.119687 -0.420162 -4.491866
C 2.071015 -0.908046 -5.284601
C 0.843442 -1.191104 -4.741927
C 0.654388 -0.980080 -3.357467
N 1.697912 -0.490640 -2.613372
N -0.411659 -1.217498 -2.590198
Si -1.983230 -1.735477 -3.074266
C -3.104888 -1.622110 -1.599850
C -2.689896 -0.694380 -4.452117
C -1.892527 -3.519511 -3.630006
H 4.935029 0.245150 -2.676420
H 3.935914 -0.241631 -1.283560
H 3.747044 1.360032 -1.987168
H 4.090248 -0.201358 -4.913329
H 2.236808 -1.068251 -6.343216
H 0.030888 -1.574577 -5.343055
H -3.252390 -0.576671 -1.314871
H -2.670094 -2.132374 -0.735152
H -4.084930 -2.063009 -1.793335
H -2.449619 0.359407 -4.288303
H -3.777505 -0.792866 -4.478872
H -2.304848 -0.980561 -5.433687
H -1.628734 -4.178434 -2.798190
H -1.141020 -3.654782 -4.413251
H -2.852492 -3.855794 -4.032392
C 1.728145 0.501825 0.500923
C 0.577982 1.192873 1.242118
C 0.260768 0.528631 2.547906
C -0.044925 1.176195 3.661300
C -0.136647 2.680036 3.735305
C 0.398236 3.338809 2.496748
C 0.714617 2.674269 1.396788
H 2.409713 -0.015007 1.183759
H 2.303080 1.249331 -0.052985
H 0.309214 -0.556860 2.542294
H -0.263343 0.634563 4.572348
H 0.460892 3.013405 4.595627
H 0.509109 4.415619 2.532683
H 1.095243 3.206305 0.530363
C -3.894330 5.654481 2.926358
C -3.315684 4.512806 3.706759
C -4.041359 3.844128 4.680442
C -3.406101 2.801507 5.328163
N -2.165452 2.426207 5.038177
C -1.555797 3.115107 4.070105
S -0.842228 0.811955 0.043300
N -2.067883 4.146393 3.409021
H -4.778673 6.061801 3.414420
H -4.177054 5.307727 1.930679
H -3.150554 6.439023 2.798421
H -5.054401 4.128776 4.928338
H -3.907294 2.243359 6.112313

Cartesian forces, eV/Å:
0.1 0.0 0.0
0.0 0.0 -0.1
0.0 -0.1 0.1
0.0 0.0 -0.2
0.0 0.0 0.0
-0.1 0.0 0.0
0.1 0.1 -0.2
0.1 0.1 0.5
0.0 0.0 0.0
0.0 0.0 0.0
0.0 0.0 0.0
0.0 0.0 0.0
0.0 0.0 0.0
0.0 -0.1 0.0
0.0 -0.1 0.0
-0.1 -0.1 -0.1
0.0 0.0 -0.1
0.0 0.0 0.1
0.0 0.0 0.0
0.0 0.0 0.0
0.0 0.0 -0.1
0.1 0.1 0.2
-0.2 0.0 -0.2
0.0 0.1 -0.1
0.0 -0.2 0.0
0.0 0.1 0.3
0.0 0.1 -0.1
0.0 -0.1 -0.1
0.0 0.0 0.0
0.0 0.0 0.0
0.0 0.0 0.0
0.0 0.0 0.0
0.0 0.0 0.0
0.0 0.0 0.0
0.0 -0.1 0.0
0.0 0.0 0.0
0.0 0.0 -0.1
0.0 0.0 0.0
0.0 0.0 0.0
0.0 0.0 0.0
0.0 0.0 0.0
0.0 0.0 0.0
0.0 0.0 0.0
0.0 0.0 0.1
-0.1 -0.1 0.0
0.1 0.0 -0.2
0.0 0.1 0.1
0.1 -0.1 0.0
-0.1 0.1 0.1
0.0 -0.1 -0.1
0.0 0.0 0.0
0.0 0.0 0.0
0.0 0.0 0.0
0.0 0.0 0.0
0.0 0.0 0.0
0.0 0.0 0.0
0.0 0.0 0.0
0.0 0.0 0.0
0.0 0.1 -0.1
0.0 0.0 0.0
0.1 0.0 0.0
-0.1 0.1 0.0
0.0 0.0 0.1
0.1 0.1 0.2
0.0 0.0 0.0
0.0 0.0 0.0
0.0 0.0 0.0
0.0 0.0 0.0
0.0 0.0 0.0
0.0 0.0 0.0

The net charge is 0. The spin multiplicity is 4. Its calculated total energy is -82700.57624 eV. The calculation puts the energy above the lowest of the compared OMol25 structures with the same formula, charge and spin at 1.432 eV.


# 3
C28H35F21O14 | ωB97M-V/def2-TZVPD

Geometry (Å):
C -5.632204 19.355526 -14.545349
C -6.618855 18.376088 -13.922221
O -7.294734 19.112317 -12.890271
C -7.487269 18.505567 -11.729776
O -6.995018 17.459241 -11.450977
C -8.284787 19.350470 -10.717182
F -8.675675 20.484712 -11.332893
F -9.352096 18.690162 -10.299324
F -7.556157 19.714618 -9.675028
H -5.093910 18.994027 -15.421420
H -4.883911 19.647015 -13.808468
H -6.137141 20.245466 -14.924888
H -6.124131 17.512918 -13.484882
H -7.370856 18.056581 -14.642808
C -5.153423 11.460329 -17.015466
C -4.735969 12.644049 -17.844777
O -5.590098 13.761640 -17.546473
C -5.167760 14.930474 -17.993740
O -4.117996 15.123046 -18.532053
C -6.023798 16.169326 -17.607296
F -7.035110 15.798953 -16.789696
F -5.256858 17.016823 -16.930003
F -6.562036 16.732882 -18.684252
H -6.215150 11.221052 -17.012440
H -4.821972 11.440920 -15.974516
H -4.557968 10.639013 -17.431345
H -4.696166 12.408659 -18.907165
H -3.715406 12.910526 -17.560923
C -3.760205 11.203631 -13.227174
C -4.558999 12.471621 -12.817768
O -3.740408 13.635983 -13.003092
C -4.130907 14.505579 -13.914135
O -5.188205 14.537163 -14.453331
C -3.182862 15.705576 -14.139036
F -2.554128 15.567431 -15.311367
F -3.913858 16.805313 -14.175351
F -2.275260 15.800205 -13.179865
H -2.877055 11.507044 -13.781143
H -4.441786 10.644250 -13.865831
H -3.555148 10.677202 -12.299058
H -4.757670 12.465229 -11.745894
H -5.534515 12.525911 -13.296894
C -0.870291 6.648205 -11.094143
C -1.403751 8.044912 -11.368522
O -1.139027 8.534116 -12.676109
C -1.959702 8.192117 -13.651029
O -2.952170 7.540592 -13.491936
C -1.564049 8.796540 -15.029866
F -0.581267 9.665497 -14.889827
F -1.293523 7.798944 -15.894922
F -2.645088 9.390267 -15.567878
H -0.826716 6.023669 -11.983119
H -1.524811 6.158038 -10.376234
H 0.124863 6.795227 -10.675094
H -1.002352 8.801473 -10.691870
H -2.464830 8.101390 -11.102425
C -2.821763 23.204688 -9.358377
C -3.009594 21.718292 -9.061967
O -2.247787 20.870418 -9.884964
C -2.783840 20.017195 -10.756373
O -3.940279 19.936306 -11.017117
C -1.743103 19.045837 -11.368230
F -1.673201 19.299496 -12.662169
F -0.544886 19.211175 -10.831670
F -2.114116 17.812623 -11.132561
H -1.802726 23.486058 -9.101153
H -3.542123 23.809396 -8.811604
H -3.011818 23.381809 -10.418046
H -4.065185 21.430492 -9.058384
H -2.674482 21.507065 -8.042451
C -10.954530 9.638474 -15.181560
C -9.724335 10.188176 -15.913833
O -8.692251 9.231624 -16.135582
C -8.003471 8.863556 -15.081119
O -8.173167 9.245590 -13.953500
C -6.850280 7.888577 -15.372398
F -6.704087 7.658426 -16.679752
F -5.721684 8.432391 -14.917572
F -7.105987 6.721814 -14.781197
H -11.860362 10.213717 -15.348317
H -10.781110 9.622592 -14.106285
H -11.044404 8.609462 -15.537803
H -9.310536 11.024665 -15.348779
H -10.091110 10.556617 -16.868962
C -6.034595 8.606524 -11.452968
C -5.656469 7.115353 -11.553283
O -6.177166 6.366684 -10.452425
C -5.589718 5.267711 -10.052322
O -4.517268 4.887956 -10.428802
C -6.423072 4.525477 -8.963567
F -7.702971 4.868266 -9.043837
F -6.205044 3.225142 -9.030479
F -6.015657 4.910993 -7.731835
H -7.121756 8.661987 -11.486641
H -5.667889 9.068953 -12.365258
H -5.634311 9.009602 -10.525341
H -4.574094 7.017356 -11.550704
H -6.129308 6.744186 -12.459616

Cartesian forces, eV/Å:
0.1 0.2 -0.2
0.7 0.3 -0.6
-1.0 0.5 0.3
1.2 0.1 -0.6
-0.3 -1.0 0.9
0.0 0.9 -1.3
-0.4 -0.1 0.3
-0.3 -0.2 0.2
0.3 -0.3 0.4
-0.1 -0.6 0.2
-0.1 0.1 0.1
-0.2 0.1 0.4
-0.1 0.0 -0.1
-0.1 -0.1 0.1
0.6 -0.9 0.1
0.6 0.0 0.9
-0.8 0.3 -0.4
0.8 0.3 0.5
0.2 0.0 -0.6
-0.8 -1.6 0.8
0.1 0.3 -0.3
-0.1 0.3 -0.4
0.3 0.3 0.0
0.0 0.0 -0.4
-0.1 0.7 0.0
-0.5 -0.3 -0.1
-0.5 0.2 -0.1
0.0 0.1 -0.1
-1.4 1.1 0.3
0.2 -0.8 0.8
0.5 0.2 -0.5
-0.3 0.7 0.7
-0.8 -0.4 -0.9
0.1 -1.0 0.1
0.1 0.0 -0.2
0.1 0.5 0.0
0.3 0.2 0.2
0.2 -0.2 0.1
0.4 -0.5 0.0
0.4 -0.4 -0.3
0.0 -0.1 0.0
0.3 0.4 -0.4
0.3 0.6 0.1
-1.1 0.2 1.2
0.7 0.5 -0.7
-0.6 -0.2 0.7
0.0 -0.1 -0.6
-1.2 -0.9 0.1
0.2 -0.1 -0.7
0.8 0.4 0.5
0.2 0.5 0.3
0.0 0.1 -0.1
0.1 -0.1 0.1
0.1 -0.6 0.0
0.6 -0.2 -0.2
-0.2 -0.2 -0.8
0.1 -0.7 -0.6
-1.3 0.5 1.3
1.4 -0.7 -0.9
-0.2 0.6 1.0
-0.6 -0.2 -0.5
-0.2 1.4 0.9
0.1 -0.3 -0.8
0.7 0.1 0.1
-0.4 -1.0 -0.3
0.0 0.2 -0.1
0.1 -0.1 0.2
0.2 0.1 0.0
0.1 0.0 -0.5
0.2 0.0 -0.1
1.0 -0.6 0.3
-1.4 1.3 0.7
0.1 -0.5 -0.6
-0.1 0.5 0.9
0.0 -0.1 -0.2
-0.5 0.3 -0.9
0.1 0.0 0.0
0.1 -0.4 0.2
0.3 0.0 0.3
0.1 0.0 -0.4
0.0 -0.2 0.0
-0.6 0.0 0.1
0.1 0.0 -0.1
0.7 -0.2 -0.3
-0.4 -1.6 0.2
0.4 1.1 -0.3
-1.4 0.4 0.6
0.8 0.1 -0.3
0.0 -0.5 0.2
0.8 1.1 0.5
-0.3 -0.7 -0.2
-0.6 -0.2 -0.3
0.2 0.1 -0.2
0.0 0.3 0.2
0.2 0.3 0.2
0.0 0.4 -0.2
0.0 -0.3 -0.4
0.4 -0.4 0.0

The net charge is 0. The spin multiplicity is 1. Its calculated total energy is -115337.25253 eV. As for the structure (SMILES): CCOC(=O)C(F)(F)F.CCOC(=O)C(F)(F)F.CCOC(=O)C(F)(F)F.CCOC(=O)C(F)(F)F.CCOC(=O)C(F)(F)F.CCOC(=O)C(F)(F)F.CCOC(=O)C(F)(F)F. The calculation puts the energy above the lowest of the compared OMol25 structures with the same formula, charge and spin at 1.533 eV.